[1]
Molecular formula: C16H29Cl9F2O3S
Method: DFT, ωB97M-V/def2-TZVPD

Computed properties:
multiplicity: 1
total charge: 0
max |F|: 7.1 eV Å⁻¹
lowest unoccupied orbital energy: 0.2 eV
highest occupied orbital energy: -0.38695 Eh
orbital gap: 10.7 eV

CARTESIAN COORDINATES (ANGSTROEM)
C 0.826 2.186 -1.066
C -0.832 1.993 -0.969
C -1.285 0.495 -0.488
F -2.645 0.255 -1.101
C -1.478 0.301 1.126
C -0.727 1.413 2.065
S 1.112 0.979 2.285
O 2.039 2.216 2.335
O 1.267 0.266 3.685
O 1.482 -0.157 1.069
C 0.701 -1.403 1.216
C 0.938 -2.430 -0.081
C 2.354 -2.167 -0.868
C 3.633 -2.888 -0.108
Cl 2.211 -3.044 -2.533
C -0.879 -1.183 1.594
C -1.868 -2.432 1.137
C -1.571 -3.827 1.992
F -1.794 -3.630 3.471
H 1.250 1.082 -1.216
H 1.217 2.707 -0.093
H 1.156 2.832 -1.989
H -1.207 2.108 -2.096
H -1.351 2.877 -0.381
H -0.570 -0.273 -1.005
H -2.641 0.283 1.390
H -0.910 2.530 1.766
H -1.193 1.292 3.158
H 1.189 -1.982 2.140
H 0.936 -3.559 0.288
H 0.078 -2.356 -0.882
H 2.559 -1.035 -1.141
H 4.090 -2.245 0.766
H 3.349 -3.974 0.297
H 4.452 -3.091 -0.953
H -0.935 -1.165 2.786
H -1.910 -2.595 -0.021
H -2.965 -2.096 1.468
H -0.443 -4.136 1.876
H -2.305 -4.703 1.650
Cl -3.949 2.114 0.981
C -4.394 3.441 -0.098
Cl -2.973 4.379 -0.573
H -4.864 3.029 -0.994
H -5.098 4.099 0.418
Cl 4.201 3.585 5.024
C 3.443 4.666 3.849
Cl 3.344 6.317 4.474
H 4.037 4.668 2.932
H 2.434 4.307 3.633
Cl -1.317 -2.201 -3.554
C -3.057 -1.971 -3.340
Cl -3.865 -3.508 -3.008
H -3.225 -1.292 -2.502
H -3.473 -1.540 -4.254
Cl 1.622 -0.489 -6.551
C 2.429 0.128 -5.104
Cl 1.297 0.264 -3.754
H 3.234 -0.558 -4.826
H 2.845 1.115 -5.322

Atom charges from the Löwdin analysis, given in e for atoms 1 to 4: atom 1 (C): -0.13, atom 2 (C): -0.21, atom 3 (C): -0.18, atom 4 (F): -0.15

***

[2]
Molecular formula: C10H30O10
Method: DFT, ωB97M-V/def2-TZVPD

Computed properties:
energy relative to the best compared isomer or geometry (same formula, charge and spin): 48.4 kJ/mol
multiplicity: 2
total charge: +1
max |F|: 3.5 eV Å⁻¹
lowest unoccupied orbital energy (spin up / spin down): -2.3 / -9.4 eV
highest occupied orbital energy (spin up / spin down): -0.45541 / -0.45541 Eh
orbital gap (spin up / spin down): 10.1 / 3.0 eV

CARTESIAN COORDINATES (ANGSTROEM)
C 9.541 17.856 3.715
C 8.830 18.902 4.497
O 9.208 18.905 5.899
O 9.226 16.509 4.174
H 10.595 18.065 3.899
H 9.304 17.819 2.652
H 7.748 18.789 4.425
H 9.027 19.833 3.964
H 8.780 18.193 6.379
H 10.075 16.072 4.269
C 10.906 25.273 1.247
C 10.664 26.755 0.954
O 11.810 27.588 1.282
O 9.753 24.436 0.949
H 11.093 25.112 2.309
H 11.777 24.954 0.674
H 9.796 26.969 1.578
H 10.323 26.942 -0.064
H 12.191 27.698 0.407
H 9.813 23.574 1.369
C 11.074 22.395 3.073
C 11.604 21.143 3.865
O 12.125 20.208 3.022
O 10.126 21.907 2.154
H 11.864 22.767 2.421
H 10.726 23.123 3.806
H 10.783 20.736 4.456
H 12.357 21.454 4.589
H 13.080 20.292 2.965
H 10.249 20.957 2.104
C 10.773 20.775 -1.252
C 9.712 19.768 -1.086
O 9.439 19.443 0.268
O 10.313 21.974 -0.679
H 10.982 21.002 -2.297
H 11.654 20.357 -0.765
H 9.904 18.894 -1.708
H 8.782 20.125 -1.528
H 8.641 18.927 0.398
H 10.163 21.972 0.269
C 15.398 18.618 2.222
C 14.371 17.584 1.669
O 13.123 17.484 2.398
O 14.815 19.930 2.170
H 16.267 18.538 1.569
H 15.766 18.391 3.222
H 14.797 16.588 1.547
H 14.098 17.759 0.628
H 12.616 18.299 2.387
H 15.585 20.472 2.353

Atom charges from the Löwdin analysis, given in e for atoms 1 to 4: atom 1 (C): -0.23, atom 2 (C): -0.24, atom 3 (O): -0.05, atom 4 (O): -0.06

***

[3]
Molecular formula: C17H17Cl6O4
Method: DFT, ωB97M-V/def2-TZVPD

Computed properties:
multiplicity: 1
total charge: -1
max |F|: 3.0 eV Å⁻¹
lowest unoccupied orbital energy: 2.6 eV
highest occupied orbital energy: -0.13050 Eh
orbital gap: 6.2 eV

CARTESIAN COORDINATES (ANGSTROEM)
Cl 0.552 -0.435 -0.260
C 1.475 1.438 -2.703
Cl 2.760 0.372 -2.949
C 0.210 1.104 -3.355
O -0.293 -0.019 -3.447
C -0.246 2.222 -4.171
Cl -1.075 1.932 -5.641
C 0.074 3.491 -3.749
Cl -0.236 4.829 -4.729
C 0.751 3.711 -2.520
Cl 0.966 5.254 -1.851
C 1.543 2.669 -2.063
Cl 2.649 2.874 -0.779
C 3.968 -0.331 2.336
C 2.889 0.632 1.935
O 1.627 0.067 2.331
C 0.641 0.842 1.734
C -0.399 -0.087 1.115
C -1.720 0.522 0.462
O -1.678 1.622 -0.043
C -3.012 -0.309 0.560
C -3.135 -1.580 -0.265
C -2.586 -2.792 0.472
C -1.079 -3.003 0.470
C -0.287 -2.525 1.673
C -0.706 -1.164 2.195
O 0.661 2.044 1.659
H 4.929 0.125 2.200
H 3.827 -0.641 3.389
H 3.872 -1.207 1.707
H 2.965 1.600 2.412
H 2.862 0.754 0.846
H -3.296 -0.451 1.626
H -3.775 0.350 0.133
H -4.218 -1.732 -0.406
H -2.618 -1.459 -1.244
H -2.964 -2.819 1.492
H -3.043 -3.676 0.035
H -0.868 -4.074 0.417
H -0.642 -2.550 -0.417
H -0.317 -3.322 2.440
H 0.760 -2.352 1.357
H -0.060 -0.905 3.042
H -1.729 -1.022 2.556

Atom charges from the Löwdin analysis, given in e for atoms 1 to 4: atom 1 (Cl): 0.98, atom 2 (C): -0.75, atom 3 (Cl): 0.68, atom 4 (C): -0.56

***

[4]
Molecular formula: C36H28IN8S4Sc
Method: DFT, ωB97M-V/def2-TZVPD

Computed properties:
energy relative to the best compared isomer or geometry (same formula, charge and spin): 0.0 kJ/mol
multiplicity: 1
total charge: +2
max |F|: 0.3 eV Å⁻¹
lowest unoccupied orbital energy: -6.0 eV
highest occupied orbital energy: -0.45874 Eh
orbital gap: 6.5 eV

CARTESIAN COORDINATES (ANGSTROEM)
Sc -0.443 -0.388 0.207
C 4.279 -2.874 -1.172
S 4.400 -1.400 -0.142
C 2.765 -0.902 0.067
S 1.437 -1.807 -0.614
N 2.685 0.200 0.778
N 1.416 0.658 0.946
C 1.271 1.738 1.619
C -0.086 2.256 1.779
C -0.344 3.436 2.459
C -1.647 3.894 2.553
C -2.664 3.165 1.947
C -2.329 1.997 1.285
N -1.078 1.535 1.211
H 5.308 -3.195 -1.324
H 3.724 -3.661 -0.669
H 3.826 -2.642 -2.132
H 2.126 2.259 2.041
H 0.476 3.986 2.902
H -1.869 4.812 3.080
H -3.692 3.494 1.981
H -3.093 1.409 0.786
S -6.141 -2.591 -3.878
C -7.104 -3.712 -3.031
C -6.761 -3.796 -1.714
C -5.694 -2.923 -1.389
C -5.251 -2.195 -2.459
C -4.182 -1.197 -2.483
C -3.115 -1.300 -1.573
N -2.104 -0.445 -1.498
C -2.066 0.568 -2.407
C -3.081 0.760 -3.353
C -2.980 1.847 -4.291
C -1.893 2.638 -4.306
C -0.805 2.422 -3.389
C 0.376 3.171 -3.452
C 1.419 2.880 -2.600
C 1.202 1.850 -1.660
N 0.083 1.163 -1.535
C -0.910 1.416 -2.424
C 2.699 3.587 -2.625
C 3.127 4.524 -3.526
C 4.430 5.006 -3.250
C 4.966 4.430 -2.138
S 3.910 3.296 -1.430
C -4.155 -0.135 -3.361
H -7.871 -4.261 -3.552
H -7.255 -4.448 -1.010
H -5.300 -2.815 -0.386
H -3.102 -2.135 -0.890
H -3.785 2.002 -4.997
H -1.807 3.443 -5.025
H 0.458 3.962 -4.186
H 2.017 1.595 -0.999
H 2.542 4.858 -4.371
H 4.943 5.744 -3.846
H 5.935 4.606 -1.700
H -4.962 0.012 -4.069
I -1.797 -0.069 6.330
C -0.476 -0.813 4.908
C 0.639 -1.557 5.265
C 1.460 -2.025 4.251
C 1.151 -1.725 2.937
N 0.084 -0.997 2.589
C -0.715 -0.562 3.568
H 0.860 -1.768 6.303
H 2.339 -2.612 4.478
H 1.778 -2.076 2.128
H -1.589 0.006 3.277
N -2.563 -3.876 1.838
C -3.519 -2.969 2.221
C -3.110 -1.775 1.719
N -1.921 -1.945 1.036
C -1.625 -3.228 1.131
H -2.562 -4.862 2.048
H -4.379 -3.245 2.805
H -3.597 -0.818 1.800
H -0.751 -3.704 0.715

Atom charges from the Löwdin analysis, given in e for atoms 1 to 4: atom 1 (Sc): 0.84, atom 2 (C): -0.40, atom 3 (S): 0.93, atom 4 (C): -1.08

***

[5]
Molecular formula: C4H13NO3
Method: DFT, ωB97M-V/def2-TZVPD

Computed properties:
energy relative to the best compared isomer or geometry (same formula, charge and spin): 267.9 kJ/mol
multiplicity: 1
total charge: 0
max |F|: 3.4 eV Å⁻¹
lowest unoccupied orbital energy: 0.7 eV
highest occupied orbital energy: -0.34240 Eh
orbital gap: 10.0 eV

CARTESIAN COORDINATES (ANGSTROEM)
N 1.516 -1.021 2.710
C 0.949 -1.946 1.766
C -0.180 -1.524 0.785
C 0.325 -1.425 -0.707
C -0.677 -0.700 -1.538
O -0.300 0.158 -2.273
H 1.633 -0.076 2.377
H 1.148 -1.042 3.639
H 0.590 -2.912 2.221
H 1.685 -2.313 1.061
H -1.207 -2.081 0.945
H -0.301 -0.520 1.207
H 0.226 -2.425 -1.088
H 1.389 -1.297 -0.729
H -1.669 -1.090 -1.389
O -1.445 2.564 -1.573
H -0.578 2.251 -1.966
H -2.138 1.981 -1.829
O 0.088 2.887 0.613
H 0.145 2.151 -0.019
H -0.780 3.205 0.636

Atom charges from the Löwdin analysis, given in e for atoms 1 to 4: atom 1 (N): 0.01, atom 2 (C): -0.32, atom 3 (C): -0.19, atom 4 (C): -0.15

***

[6]
Molecular formula: C20H33N6O2
Method: DFT, ωB97M-V/def2-TZVPD

Computed properties:
energy relative to the best compared isomer or geometry (same formula, charge and spin): 23.1 kJ/mol
multiplicity: 1
total charge: +1
max |F|: 1.5 eV Å⁻¹
lowest unoccupied orbital energy: -2.2 eV
highest occupied orbital energy: -0.38963 Eh
orbital gap: 8.4 eV

CARTESIAN COORDINATES (ANGSTROEM)
C 2.068 -0.639 3.601
O 2.654 -0.707 2.314
C 3.647 -1.712 2.226
C 4.339 -1.638 0.863
N 3.441 -2.011 -0.197
N 3.316 -3.312 -0.485
N 2.453 -3.443 -1.392
N 1.971 -2.269 -1.756
C 2.576 -1.358 -1.017
C 2.238 0.089 -1.192
C 3.002 1.071 -0.305
C 2.607 2.549 -0.476
C 3.509 3.391 0.427
C 2.730 3.023 -1.923
N 0.754 0.255 -1.020
C 0.204 -0.419 0.182
C -1.245 0.023 0.383
N -1.995 -0.382 -0.777
C -3.391 -0.575 -0.669
C -4.034 -1.341 -1.640
C -5.391 -1.572 -1.539
C -6.130 -1.068 -0.483
C -5.494 -0.311 0.493
O -6.096 0.241 1.575
C -7.483 0.053 1.748
C -4.123 -0.063 0.388
C -1.499 0.253 -1.974
C -0.043 -0.147 -2.204
H 2.827 -0.443 4.363
H 1.356 0.183 3.581
H 1.549 -1.571 3.843
H 3.193 -2.704 2.359
H 4.401 -1.565 3.009
H 4.742 -0.642 0.692
H 5.149 -2.371 0.852
H 2.448 0.326 -2.243
H 2.890 0.795 0.745
H 4.058 0.989 -0.570
H 1.575 2.707 -0.131
H 4.545 3.317 0.107
H 3.443 3.059 1.460
H 3.216 4.436 0.386
H 2.568 4.096 -1.973
H 3.727 2.821 -2.305
H 2.003 2.552 -2.583
H 0.605 1.264 -0.886
H 0.823 -0.181 1.047
H 0.219 -1.495 0.007
H -1.648 -0.483 1.261
H -1.279 1.114 0.562
H -3.473 -1.768 -2.456
H -5.885 -2.167 -2.292
H -7.187 -1.272 -0.431
H -7.739 0.583 2.664
H -8.051 0.477 0.915
H -7.732 -1.006 1.861
H -3.676 0.545 1.157
H -2.098 -0.061 -2.827
H -1.565 1.356 -1.904
H 0.349 0.353 -3.091
H 0.060 -1.227 -2.330

Atom charges from the Löwdin analysis, given in e for atoms 1 to 4: atom 1 (C): -0.08, atom 2 (O): -0.25, atom 3 (C): -0.18, atom 4 (C): -0.08

***

Q: Which of these has the lowest max |F|?
A: C36H28IN8S4Sc